C4H6O2 | ωB97M-V/def2-TZVPD

Geometry as XYZ:
```
12
Properties=species:S:1:pos:R:3
C -0.45279 0.22412 -1.27878
H -1.45696 1.54764 0.83743
C -0.80726 0.67669 0.87554
H 0.26036 -0.92869 1.31765
C 0.39659 0.53698 -0.11159
H 2.08282 -0.83490 0.00431
H 0.57018 -1.64601 -0.34444
H 1.09871 1.38399 -0.09740
H -0.12962 -0.08663 -2.28470
C 0.99118 -0.82478 0.24298
O -0.93655 -0.12333 1.78017
O -1.61665 0.07493 -0.94117
```

Summary:
**LUMO level**: 0.780 eV
**Multiplicity**: 1
**DFT total energy**: -8337.334 eV
**ΔE to the lowest compared entry with this formula, charge and spin**: 72.1 kcal/mol
**HOMO**: -9.742 eV
**SMILES string**: CC(C=O)C=O
**F_max**: 3.62 eV/Å
**Orbital gap**: 10.52 eV